No. 1
A structure of composition C10H24IN7O2P2S in a non-equilibrium geometry. Source: the Open Molecules 2025 dataset; level of theory: ωB97M-V/def2-TZVPD.

Properties
Total charge: 0
E (eV): -62796.4022
Orbital gap (eV): 3.74
F_max (eV Å⁻¹): 3.4

Atoms and positions in Å:
1 C -1.77540 -2.06947 1.32541
2 C -2.96912 -1.35950 0.69105
3 C -2.57225 -0.67929 -0.64803
4 C -3.58982 0.33800 -1.16760
5 C -1.20379 -0.05228 -0.47506
6 C -0.00205 -0.40414 -1.19177
7 P 0.01443 -1.65047 -2.52568
8 N -1.03531 -1.40484 -3.63513
9 O -0.04630 -3.04931 -1.81037
10 O 1.47256 -1.62062 -3.18822
11 N 1.19973 0.08659 -1.01974
12 N 1.34370 1.05535 -0.13089
13 C 2.69837 1.57555 0.02399
14 C 3.56929 0.74474 0.98935
15 N 3.36944 -0.71033 0.85571
16 N 3.29322 1.07839 2.38064
17 N 4.97666 0.99328 0.75605
18 C 0.31174 1.50814 0.56016
19 N 0.50427 2.58390 1.46707
20 C -0.97343 0.98730 0.45967
21 P -2.22297 1.70283 1.57569
22 S -1.88974 1.14411 3.41942
23 H -2.10367 -2.85331 2.00569
24 H -1.16698 -2.57303 0.57509
25 H -1.16406 -1.40127 1.93103
26 H -3.70468 -2.12239 0.43594
27 H -3.44649 -0.66848 1.38400
28 H -2.64348 -1.63175 -1.44094
29 H -4.24167 0.75209 -0.40421
30 H -4.23304 -0.17541 -1.88434
31 H -3.10208 1.14427 -1.71834
32 H -1.59041 -0.59238 -3.40716
33 H -0.08044 -3.77056 -2.45506
34 H 1.41882 -0.96795 -3.89543
35 H 3.14788 1.46773 -0.96039
36 H 2.69225 2.63144 0.25692
37 H 2.43284 -0.93329 1.18259
38 H 3.39017 -0.99311 -0.12067
39 H 3.98790 0.65570 2.97965
40 H 2.37210 0.73234 2.61792
41 H 5.16557 1.39524 -0.14926
42 H 5.37441 1.55269 1.49403
43 H 1.25560 2.40910 2.12324
44 H 0.64627 3.45674 0.97493
45 H -2.03632 3.08705 1.47918
46 H -3.49010 1.32156 1.17409
47 I -3.35362 -2.72096 -2.89025

No. 2
A structure of composition C22H14BrCl5N2O3Pd. Source: the Open Molecules 2025 dataset; level of theory: ωB97M-V/def2-TZVPD.

Properties
Total charge: 0
E (eV): -168296.6025
Orbital gap (eV): 6.71
Energy relative to the best compared isomer or geometry (same formula, charge and spin) (kJ/mol): 29.3
F_max (eV Å⁻¹): 0.6

Atoms and positions in Å:
1 Pd -0.72060 -1.94994 0.31444
2 O -1.34614 -0.71929 -2.55936
3 C -0.21503 0.01587 -2.55127
4 C -0.32376 1.34616 -2.96591
5 C 0.78702 2.16153 -3.02962
6 C 2.04258 1.66355 -2.69341
7 C 2.14425 0.35138 -2.26962
8 C 1.03248 -0.48565 -2.16015
9 C 1.22029 -1.90405 -1.62548
10 O 0.03101 -2.57235 -1.39832
11 N 1.96924 -1.88151 -0.33270
12 N 1.12609 -1.35639 0.61943
13 C 1.52433 -0.57710 1.54688
14 C 0.61311 -0.09758 2.57378
15 Br -1.07108 -1.00407 2.67880
16 C 0.85918 0.91428 3.40490
17 C 2.05137 1.77669 3.33789
18 C 2.70406 2.13649 4.51747
19 C 3.82931 2.94191 4.47666
20 C 4.30443 3.41364 3.25970
21 C 3.64515 3.08427 2.08487
22 C 2.52187 2.27170 2.12086
23 H -1.11764 -1.62392 -2.24966
24 H -1.30514 1.70738 -3.24412
25 H 0.67853 3.18680 -3.35952
26 H 2.92458 2.28417 -2.77676
27 H 3.12776 -0.04858 -2.03823
28 H 1.84640 -2.49320 -2.30545
29 H 2.83631 -1.35197 -0.38111
30 H 2.56409 -0.26683 1.59283
31 H 0.13281 1.13581 4.17923
32 H 2.33054 1.77313 5.46709
33 H 4.33432 3.20677 5.39602
34 H 5.17990 4.04861 3.23000
35 H 3.99566 3.46947 1.13641
36 H 1.98911 2.04983 1.20311
37 Cl -7.42531 -1.73667 -2.92460
38 C -5.99555 -2.00777 -2.00422
39 C -4.93821 -2.73880 -2.53733
40 Cl -5.06104 -3.38069 -4.12961
41 C -3.78369 -2.95121 -1.79382
42 Cl -2.47535 -3.86567 -2.43993
43 C -3.63160 -2.43266 -0.49742
44 O -2.57762 -2.64085 0.23872
45 C -4.72184 -1.70086 0.01700
46 Cl -4.57342 -1.06678 1.61791
47 C -5.88158 -1.49398 -0.71308
48 Cl -7.18119 -0.59109 -0.03334

No. 3
A cluster of 5 separate species, C5H19N2O5 in total in a non-equilibrium geometry. Source: the Open Molecules 2025 dataset; level of theory: ωB97M-V/def2-TZVPD.

Properties
Total charge: +1
E (eV): -18701.7357
Orbital gap (eV): 9.18
Energy relative to the best compared isomer or geometry (same formula, charge and spin) (kJ/mol): 347.3
F_max (eV Å⁻¹): 7.4

Atoms and positions in Å:
1 O -2.48678 -1.03479 2.08016
2 C -2.71601 0.13603 1.90644
3 C -1.57666 0.88540 1.06617
4 C -2.18202 1.30158 -0.29865
5 C -1.22654 0.96854 -1.35736
6 C 0.02942 1.31584 -1.40671
7 N 0.84604 0.75388 -2.45099
8 N -1.01079 2.05840 1.59557
9 H -3.45222 0.86358 2.31282
10 H -0.66865 0.11533 0.83310
11 H -3.26066 1.06499 -0.38362
12 H -2.24782 2.39465 -0.24210
13 H -1.61997 0.50760 -2.19291
14 H 0.64025 1.91637 -0.81573
15 H 1.45778 -0.07210 -1.98595
16 H 0.47494 0.21496 -3.25142
17 H 1.48519 1.43765 -2.86550
18 H -0.32761 2.35977 0.97202
19 H -1.33810 2.61251 2.39294
20 H 0.05033 -2.44226 3.34170
21 H -0.70273 -1.82302 2.22308
22 O 0.22266 -1.93655 2.52441
23 H 1.58169 -3.10929 -2.35660
24 H 0.80728 -2.35007 -1.15338
25 O 1.15763 -2.19998 -2.08326
26 H 2.54524 -0.90407 -0.58408
27 H 3.64642 0.14557 -0.75819
28 O 2.79254 0.02845 -0.84477
29 H 3.01142 -1.41430 1.56011
30 H 1.63281 -1.86531 1.36791
31 O 2.43493 -1.92935 0.85479

No. 4
A structure of composition C44H44BClN6PS4Sc in a non-equilibrium geometry. Source: the Open Molecules 2025 dataset; level of theory: ωB97M-V/def2-TZVPD.

Properties
Total charge: +2
E (eV): -141805.7754
Orbital gap (eV): 6.63
Energy relative to the best compared isomer or geometry (same formula, charge and spin) (kJ/mol): 19.1
F_max (eV Å⁻¹): 1.1

Atoms and positions in Å:
1 Sc -0.61355 -0.82914 -0.13758
2 Cl -3.18050 0.37701 1.17920
3 C -3.18178 -0.52869 2.68964
4 C -3.62566 0.11418 3.82882
5 C -3.63202 -0.59296 5.02351
6 C -3.19931 -1.91157 5.06649
7 C -2.76068 -2.53500 3.90912
8 C -2.74701 -1.84861 2.69691
9 P -2.20985 -2.59485 1.14068
10 C -0.97680 -3.83915 1.57690
11 C 0.33711 -3.38242 1.66273
12 C 1.36855 -4.24393 2.00187
13 C 1.08705 -5.58577 2.22256
14 C -0.21463 -6.05559 2.11278
15 C -1.24764 -5.18684 1.79269
16 C -3.66910 -3.45291 0.50153
17 C -4.92360 -3.20832 1.05549
18 C -6.04518 -3.85261 0.55009
19 C -5.91798 -4.74358 -0.50333
20 C -4.66733 -4.99258 -1.05791
21 C -3.54590 -4.34711 -0.56521
22 H -3.96312 1.14008 3.78361
23 H -3.97767 -0.10592 5.92535
24 H -3.20634 -2.45398 6.00176
25 H -2.42139 -3.56313 3.94209
26 H 0.56491 -2.31520 1.52701
27 H 2.37731 -3.87667 2.11438
28 H 1.88513 -6.26705 2.48584
29 H -0.42801 -7.10150 2.28761
30 H -2.26210 -5.55793 1.71414
31 H -5.03647 -2.51947 1.88235
32 H -7.01577 -3.66046 0.98690
33 H -6.79157 -5.25101 -0.89028
34 H -4.56581 -5.69416 -1.87522
35 H -2.57845 -4.55071 -1.00430
36 C 3.84804 -2.79920 -0.57719
37 N 3.08818 -2.71551 -1.81247
38 C 3.21940 -3.56550 -2.89340
39 C 2.45148 -3.05540 -3.87997
40 N 1.85408 -1.90412 -3.40714
41 B 1.15368 -0.86541 -4.33337
42 N -0.39956 -0.67562 -4.03834
43 C -1.09289 0.24787 -4.78917
44 C -2.38383 0.24465 -4.38765
45 N -2.47737 -0.68736 -3.38120
46 C -3.69685 -1.03291 -2.66196
47 C -1.25263 -1.23089 -3.18132
48 S -0.95644 -2.47998 -2.00038
49 C 2.24290 -1.72488 -2.14275
50 S 1.77296 -0.41252 -1.11752
51 H 4.28038 -3.79342 -0.50537
52 H 3.18893 -2.61775 0.26432
53 H 4.64252 -2.05490 -0.56942
54 H 3.85632 -4.43124 -2.86535
55 H 2.28444 -3.39941 -4.88413
56 H 1.66665 0.21366 -4.17877
57 H 1.24877 -1.27600 -5.46053
58 H -0.60659 0.81316 -5.56463
59 H -3.23681 0.79986 -4.73494
60 H -4.52278 -0.49954 -3.12422
61 H -3.63732 -0.73831 -1.61288
62 H -3.87687 -2.10461 -2.71286
63 S 0.24259 0.64067 1.88956
64 C 0.91314 1.93713 1.02922
65 N 2.01575 2.52661 1.40027
66 C 2.58008 3.63683 0.61409
67 C 1.45848 4.53192 0.19070
68 N 0.50404 3.72498 -0.58540
69 C -0.01925 4.38251 -1.81480
70 C 1.05022 4.43241 -2.87161
71 C 1.34438 3.30056 -3.62818
72 C 2.35600 3.34792 -4.57556
73 C 3.07389 4.52003 -4.77409
74 C 2.77932 5.65174 -4.02778
75 C 1.76959 5.60618 -3.07727
76 C 0.19519 2.50752 -0.21624
77 S -0.98804 1.60571 -1.01457
78 C 2.79018 2.16981 2.60925
79 C 2.76306 3.30739 3.59793
80 C 3.95087 3.85526 4.06231
81 C 3.92628 4.89125 4.98830
82 C 2.71412 5.38544 5.44326
83 C 1.52219 4.83994 4.97905
84 C 1.54630 3.80234 4.06150
85 H 3.09961 3.22065 -0.25288
86 H 3.29159 4.16442 1.24431
87 H 1.82658 5.32562 -0.45425
88 H 0.94702 4.97432 1.04867
89 H -0.32525 5.38798 -1.52432
90 H -0.89775 3.83416 -2.13518
91 H 0.79401 2.37880 -3.47326
92 H 2.58056 2.46653 -5.16105
93 H 3.85753 4.55388 -5.51904
94 H 3.32397 6.57142 -4.19309
95 H 1.51637 6.50511 -2.52469
96 H 3.80985 1.96397 2.27924
97 H 2.37404 1.25742 3.02503
98 H 4.90023 3.47112 3.70674
99 H 4.85510 5.31042 5.35064
100 H 2.69513 6.19268 6.16273
101 H 0.57598 5.21733 5.34318
102 H 0.61343 3.36284 3.72166

No. 5
A structure of composition C15H12F4N4O4PdS2. Source: the Open Molecules 2025 dataset; level of theory: ωB97M-V/def2-TZVPD.

Properties
Total charge: -2
E (eV): -65921.9135
Orbital gap (eV): 3.16
Energy relative to the best compared isomer or geometry (same formula, charge and spin) (kJ/mol): 116.3
F_max (eV Å⁻¹): 0.5

Atoms and positions in Å:
1 Pd -0.32127 -2.00778 -1.70923
2 C 2.57900 -2.54073 -3.26351
3 C 2.71660 -2.25285 -1.80942
4 N 1.70666 -2.17879 -1.00227
5 C 2.10215 -1.88574 0.28811
6 C 3.44319 -1.79436 0.46879
7 S 4.24702 -2.01131 -1.03146
8 C 1.07630 -1.62804 1.29730
9 C 1.25563 -1.20263 2.58128
10 S -0.27072 -0.89564 3.31063
11 C -1.05953 -1.38932 1.83301
12 N -0.23223 -1.73932 0.91410
13 C -2.53724 -1.40219 1.64271
14 H 1.54690 -2.87759 -3.41642
15 H 3.30014 -3.29569 -3.59607
16 H 2.71851 -1.63083 -3.84897
17 H 3.97353 -1.54298 1.37180
18 H 2.17960 -0.99299 3.09466
19 H -3.06712 -1.00461 2.50834
20 H -2.86625 -2.42176 1.43740
21 H -2.78544 -0.82110 0.75653
22 F -2.97546 -0.86666 -2.06751
23 C -2.26820 -2.05855 -2.35516
24 F -3.11126 -3.00517 -1.73397
25 F -2.60172 -2.24563 -3.70266
26 F -3.49148 1.47450 0.68311
27 C -2.38151 2.19885 0.90471
28 C -1.33652 2.15143 0.05782
29 N -0.21270 2.92206 0.25989
30 C 0.89462 2.88850 -0.71975
31 C 1.24640 1.41338 -1.11759
32 O 2.27262 0.94996 -0.58567
33 O 0.42756 0.89570 -1.90372
34 C -0.10274 3.75625 1.34078
35 O 0.83722 4.50413 1.56413
36 N -1.18091 3.72076 2.21003
37 C -2.37313 3.01984 2.08731
38 O -3.25954 3.14429 2.91679
39 H -1.29565 1.49961 -0.81746
40 H 1.73170 3.38726 -0.24657
41 H 0.57591 3.43533 -1.60991
42 H -1.10063 4.33043 3.00810